# 1
{
  "formula": "C36H33B2F4IMgN4O5P",
  "method": "ωB97M-V/def2-TZVPD",
  "elements": ["Mg", "C", "C", "N", "O", "B", "F", "F", "O", "N", "C", "C", "C", "N", "O", "B", "F", "F", "O", "N", "C", "C", "C", "H", "H", "H", "H", "H", "H", "H", "H", "H", "H", "H", "H", "I", "C", "C", "C", "C", "C", "C", "C", "C", "C", "C", "H", "H", "H", "H", "H", "H", "O", "P", "C", "C", "C", "C", "C", "C", "C", "C", "C", "C", "C", "C", "C", "C", "C", "C", "C", "C", "H", "H", "H", "H", "H", "H", "H", "H", "H", "H", "H", "H", "H", "H", "H"],
  "xyz": [[0.027, -0.619, 0.746], [2.241, -0.234, -2.150], [2.965, -0.118, -0.875], [2.203, -2.158, 0.092], [1.055, -1.823, -0.679], [0.161, -2.906, -0.943], [-0.848, -2.099, -1.590], [0.718, -3.816, -1.810], [-0.425, -3.643, 0.235], [-0.713, -2.590, 1.121], [-0.702, -3.059, 2.368], [-0.803, -4.570, 2.681], [-0.722, -1.987, 3.329], [-0.493, -0.789, 2.878], [-0.214, 0.114, 3.901], [0.689, 1.272, 3.378], [0.335, 2.285, 4.298], [2.046, 0.874, 3.437], [0.419, 1.598, 1.962], [1.423, 0.949, 1.093], [2.318, 1.719, 0.553], [2.551, 3.093, 1.127], [-0.509, -2.291, 4.758], [2.753, 0.437, -2.912], [1.199, 0.180, -2.089], [2.263, -1.237, -2.594], [-0.630, -4.765, 3.745], [-0.162, -5.180, 2.045], [-1.816, -4.963, 2.490], [2.446, 2.986, 2.190], [1.679, 3.700, 0.867], [3.501, 3.467, 0.640], [0.495, -1.874, 5.075], [-0.549, -3.318, 4.921], [-1.231, -1.739, 5.377], [2.909, -4.675, 0.557], [4.350, -3.053, 1.071], [5.346, -3.581, 1.833], [6.596, -2.940, 1.831], [6.682, -1.648, 1.259], [5.550, -0.990, 0.898], [5.640, 0.463, 0.855], [4.743, 1.326, 0.385], [3.384, 1.143, -0.363], [3.187, -1.319, -0.066], [4.349, -1.742, 0.691], [5.349, -4.604, 2.331], [7.493, -3.407, 2.212], [7.665, -1.236, 0.967], [6.591, 0.857, 1.262], [5.009, 2.397, 0.479], [3.339, 1.834, -1.262], [-1.582, 0.445, -0.107], [-2.611, 1.146, -1.015], [-4.119, 0.094, -1.176], [-4.506, -0.787, -0.090], [-5.630, -1.635, -0.249], [-6.393, -1.594, -1.436], [-6.083, -0.647, -2.375], [-4.944, 0.145, -2.285], [-2.005, 1.307, -2.749], [-1.746, 2.455, -3.442], [-1.351, 2.357, -4.786], [-0.813, 1.169, -5.244], [-1.011, 0.001, -4.572], [-1.489, 0.115, -3.255], [-2.992, 2.856, -0.481], [-4.130, 3.579, -0.812], [-4.158, 4.991, -0.555], [-3.031, 5.664, -0.072], [-1.874, 4.860, 0.196], [-1.856, 3.473, 0.092], [-3.947, -0.845, 0.812], [-5.875, -2.344, 0.481], [-7.305, -2.220, -1.554], [-6.766, -0.610, -3.215], [-4.679, 0.731, -3.146], [-1.863, 3.478, -3.021], [-1.409, 3.226, -5.392], [-0.279, 1.039, -6.225], [-0.841, -0.990, -5.002], [-1.466, -0.773, -2.576], [-5.014, 3.140, -1.240], [-5.046, 5.527, -0.974], [-3.038, 6.758, -0.048], [-0.943, 5.329, 0.491], [-1.056, 2.844, 0.415]],
  "forces_ev_per_angstrom": [[-1.898, 0.866, 0.201], [0.507, 1.075, -1.524], [0.323, -3.198, 0.238], [-2.310, 1.027, -0.821], [2.709, 0.811, 2.141], [-2.869, -2.027, -1.377], [0.268, -1.171, 0.658], [0.054, -0.017, 0.205], [0.404, 2.087, -1.178], [1.183, -3.208, 2.354], [-1.597, -0.333, -3.570], [-0.112, 0.796, 0.279], [1.359, 1.484, 1.068], [0.667, -0.074, 1.413], [0.069, -0.271, -2.227], [-0.459, -0.443, 2.130], [0.748, -0.549, -1.492], [-0.525, 0.202, 0.431], [1.724, -0.290, -1.491], [-0.768, 0.784, -1.121], [-1.340, -0.250, 3.015], [-0.008, -0.137, -2.209], [0.458, 2.257, 0.713], [-0.416, -0.428, 0.945], [0.578, -0.438, -0.015], [-0.373, 0.305, 0.433], [0.233, 0.000, -0.445], [0.185, 0.337, 0.148], [0.138, 0.560, -0.151], [0.829, 0.175, 0.622], [0.231, 0.238, -0.264], [-1.349, 0.208, 1.303], [-0.998, -0.453, -0.412], [-0.161, -1.484, 0.622], [0.157, -0.324, -0.070], [0.939, 1.430, 0.124], [-1.148, -2.454, 0.570], [2.837, -1.853, 1.243], [-0.663, 1.143, -0.743], [1.609, -1.998, 0.396], [-1.628, 0.171, -0.408], [0.003, 0.307, -0.769], [-0.027, 0.917, -0.609], [0.730, 2.355, -0.094], [-0.362, 0.901, -0.717], [0.875, 0.972, -0.315], [-0.492, 1.455, -0.957], [-0.135, -0.157, 0.084], [-0.570, 0.123, 0.982], [-0.815, -0.091, -0.249], [-0.196, -0.912, -0.157], [0.479, -0.348, 0.984], [-0.241, 0.542, -0.585], [-0.018, -0.851, 0.021], [-0.184, -0.601, 1.820], [-0.983, 0.082, -2.020], [1.122, 1.356, -1.549], [-0.328, -0.049, 1.509], [-0.402, -0.334, -0.665], [0.069, -0.125, -0.195], [1.423, -0.883, 1.793], [-0.955, 1.908, -1.107], [0.952, -0.021, 1.299], [0.016, -0.255, -2.857], [-0.103, -0.642, 2.211], [-0.776, -1.891, 0.016], [0.561, -0.780, 0.103], [0.539, 1.537, 0.736], [-0.278, -0.661, -1.097], [0.372, -1.645, -0.739], [-0.285, 0.719, 0.411], [-1.817, 0.953, -0.746], [0.513, 0.077, 0.503], [-0.226, -0.742, 1.112], [0.928, 0.436, 0.119], [0.368, 0.352, -0.287], [0.092, 0.434, -0.153], [-0.512, -0.900, -0.267], [0.511, 0.694, -0.425], [-0.954, 0.739, 0.754], [0.498, 0.446, 0.246], [-0.520, 0.924, -1.148], [-0.045, -0.328, -0.193], [0.835, -0.315, 0.882], [0.245, -0.504, 0.256], [-0.150, 0.232, 0.244], [0.657, 0.018, 0.085]],
  "mulliken_charge": [2.0818, -1.0647, -0.0346, -0.6396, 0.6198, 0.1247, -0.4766, -0.3187, -0.5146, 0.1077, 0.2353, -1.2525, 0.4145, 0.4107, -0.5358, 0.2220, -0.3351, -0.3204, -0.1859, 0.4727, -0.3109, -1.3147, -1.4665, 0.5133, 0.0524, 0.3376, 0.4044, 0.2375, 0.2802, 0.2862, 0.1329, 0.4943, 0.2497, 0.4995, 0.3186, 0.2111, -0.4029, -0.5457, -0.5391, -0.9695, 0.6848, -0.8704, -0.5781, 0.8349, 1.1177, 0.4504, 0.3236, 0.4354, 0.3932, 0.3961, 0.3428, 0.5219, -0.3437, 0.7521, 0.4699, -0.6131, -0.7802, -0.4739, -0.6216, -0.4697, 0.2690, -0.3261, -0.7843, -0.3536, -0.7727, -0.2874, 0.3931, -0.4800, -0.4491, -0.7372, -0.3730, -0.4951, 0.5168, 0.4532, 0.3479, 0.3746, 0.4803, 0.3060, 0.4856, 0.3403, 0.4316, 0.5033, 0.4690, 0.3135, 0.3722, 0.4217, 0.1292],
  "total_charge": 1,
  "lumo_ev": [-6.43, -5.52],
  "max_force_ha_per_bohr": 0.0807,
  "gap_ev": [4.65, 5.60]
}


# 2
{
  "formula": "C36H33N2O",
  "method": "ωB97M-V/def2-TZVPD",
  "elements": ["C", "C", "C", "C", "C", "N", "C", "C", "C", "C", "C", "C", "C", "C", "C", "C", "C", "C", "C", "C", "C", "C", "C", "C", "H", "H", "H", "H", "H", "H", "H", "H", "H", "H", "H", "H", "H", "H", "H", "H", "H", "H", "H", "H", "H", "H", "C", "C", "C", "C", "C", "C", "N", "C", "C", "C", "C", "C", "O", "C", "C", "H", "H", "H", "H", "H", "H", "H", "H", "H", "H", "H"],
  "xyz": [[-3.226, -3.411, 3.096], [-3.934, -4.087, 2.091], [-3.329, -4.336, 0.859], [-2.016, -3.911, 0.629], [-1.366, -4.229, -0.696], [-0.307, -3.261, -1.069], [1.069, -3.780, -1.268], [1.570, -3.503, -2.662], [2.888, -3.083, -2.877], [3.293, -2.723, -4.165], [2.391, -2.801, -5.232], [1.077, -3.234, -5.016], [0.681, -3.614, -3.734], [-0.621, -2.002, -1.370], [0.320, -1.016, -1.710], [-0.005, 0.195, -2.288], [0.979, 1.161, -2.697], [0.641, 2.195, -3.612], [1.595, 3.105, -4.052], [2.916, 3.025, -3.580], [3.270, 2.022, -2.666], [2.321, 1.099, -2.229], [-1.307, -3.240, 1.628], [-1.914, -2.982, 2.863], [-3.696, -3.224, 4.061], [-4.957, -4.426, 2.265], [-3.854, -4.860, 0.055], [-0.898, -5.224, -0.672], [-2.128, -4.233, -1.496], [1.743, -3.351, -0.506], [1.019, -4.863, -1.087], [3.569, -3.013, -2.022], [4.317, -2.382, -4.327], [2.710, -2.533, -6.238], [0.354, -3.286, -5.831], [-0.347, -3.940, -3.547], [-1.686, -1.743, -1.340], [1.375, -1.260, -1.571], [-1.054, 0.397, -2.523], [-0.391, 2.242, -3.970], [1.313, 3.884, -4.764], [3.663, 3.742, -3.921], [4.292, 1.959, -2.287], [2.603, 0.326, -1.510], [-0.281, -2.913, 1.435], [-1.351, -2.452, 3.632], [0.282, -0.116, 6.090], [-0.955, -0.273, 5.445], [-1.373, 0.663, 4.499], [-0.569, 1.770, 4.184], [-1.068, 2.738, 3.132], [-0.169, 3.688, 2.590], [-0.524, 4.639, 1.653], [-1.730, 4.605, 0.986], [-2.055, 5.561, 0.045], [-1.158, 6.581, -0.263], [0.072, 6.601, 0.405], [0.383, 5.641, 1.342], [-2.273, 2.647, 2.790], [0.641, 1.946, 4.869], [1.078, 0.998, 5.802], [0.615, -0.857, 6.817], [-1.600, -1.122, 5.671], [-2.330, 0.538, 3.991], [0.852, 3.763, 2.952], [-2.401, 3.811, 1.275], [-3.029, 5.471, -0.428], [-1.403, 7.338, -1.002], [0.815, 7.370, 0.206], [1.317, 5.588, 1.899], [1.242, 2.831, 4.667], [2.039, 1.138, 6.300]],
  "forces_ev_per_angstrom": [[0.134, -0.071, -0.281], [0.224, 0.034, 0.043], [0.249, 0.169, 0.041], [-0.053, 0.110, 0.334], [-0.234, 0.020, -0.268], [-0.274, 1.073, -0.510], [0.103, -0.134, 0.412], [0.175, 0.040, -0.415], [-0.410, 0.045, -0.085], [-0.081, -0.181, 0.026], [-0.060, -0.016, 0.133], [0.163, -0.164, 0.214], [0.172, 0.276, -0.035], [-0.207, -1.321, 0.435], [0.563, 0.951, -0.318], [-0.098, -1.315, 0.416], [0.980, 0.927, -0.368], [-0.044, -0.509, 0.458], [0.240, -0.060, 0.129], [-0.480, -0.270, 0.053], [-0.231, -0.108, 0.035], [-0.337, 0.143, -0.270], [-0.297, -0.016, 0.112], [-0.070, -0.185, -0.217], [0.111, -0.022, -0.280], [0.310, 0.140, -0.005], [0.004, 0.152, 0.346], [-0.172, 0.363, -0.059], [0.295, -0.064, 0.263], [-0.244, -0.117, -0.261], [0.030, 0.380, 0.035], [-0.148, 0.024, -0.366], [-0.325, -0.115, -0.025], [-0.068, 0.002, 0.279], [0.323, -0.001, 0.147], [0.321, 0.079, -0.176], [0.299, -0.206, 0.046], [-0.460, 0.112, -0.074], [0.224, 0.036, 0.102], [0.337, 0.095, 0.048], [0.112, -0.260, 0.243], [-0.208, -0.193, 0.093], [-0.328, 0.050, -0.141], [0.001, 0.363, -0.237], [-0.326, -0.059, 0.198], [-0.227, -0.150, -0.207], [-0.163, 0.142, -0.230], [0.366, 0.318, -0.037], [0.177, -0.034, 0.001], [0.180, -0.033, 0.226], [-0.699, 0.183, -0.269], [0.313, -0.562, 0.668], [-0.079, 0.352, -0.580], [0.372, 0.265, 0.207], [0.440, 0.274, 0.009], [-0.061, -0.190, 0.090], [0.092, -0.106, 0.063], [-0.767, -0.439, -0.031], [0.573, -0.174, 0.138], [-0.146, -0.350, -0.039], [-0.250, 0.009, -0.127], [-0.073, 0.216, -0.165], [0.202, 0.182, 0.044], [0.279, 0.158, 0.088], [-0.352, 0.069, -0.230], [0.175, -0.036, 0.120], [0.213, 0.139, 0.023], [0.063, -0.096, 0.144], [-0.206, -0.144, 0.006], [-0.278, 0.149, -0.227], [-0.035, -0.277, 0.151], [-0.326, -0.062, -0.085]],
  "mulliken_charge": [-0.5003, -0.5485, -0.5946, 0.9203, -1.1363, 0.4530, -1.0349, 0.4676, -0.2636, -0.6676, -0.4369, -0.7908, -0.1368, -0.5146, 0.1594, -0.4804, 0.9776, -0.5213, -0.5843, -0.3820, -0.7137, -0.3018, -0.4211, -0.4010, 0.3872, 0.3851, 0.3756, 0.3963, 0.4492, 0.2953, 0.5569, 0.4450, 0.4015, 0.4090, 0.4123, 0.3754, 0.4289, 0.0089, 0.4054, 0.3651, 0.4056, 0.4045, 0.4091, 0.4279, 0.2752, 0.4160, -0.4624, -0.4734, -0.3893, 0.4331, 1.1141, -0.7858, 0.1869, -0.1643, -0.6734, -0.2313, -0.5813, -0.1646, -0.8028, -0.4397, -0.6670, 0.3859, 0.5034, 0.4181, 0.0222, 0.5913, 0.4015, 0.4236, 0.3910, 0.3443, 0.2693, 0.3679],
  "total_charge": 1,
  "lumo_ev": -4.47,
  "max_force_ha_per_bohr": 0.0273,
  "gap_ev": 4.59,
  "de_lowest_kj_mol": 0.0
}